{"formula": "C4H5NO", "method": "the ωB97M-V functional and the def2-TZVPD basis", "gap_ev": 8.558, "fmax_ev_per_a": 0.37, "total_energy_ev": -7763.609, "total_charge": 0, "de_lowest_kcal_mol": 67.3, "symbols": ["O", "C", "N", "C", "C", "C", "H", "H", "H", "H", "H"], "positions_angstrom": [[-0.342717, -0.781548, 2.210960], [-0.162755, -0.401714, 1.073271], [-0.281062, 0.876702, 0.603402], [-0.038200, 0.986933, -0.820897], [0.270853, -0.371649, -1.362204], [0.257462, -1.226634, -0.147874], [-0.582421, 1.628936, 1.203353], [0.801710, 1.655042, -1.071882], [-0.905936, 1.368606, -1.381487], [1.296619, -1.578263, -0.037709], [-0.313552, -2.156409, -0.268934]], "forces_ev_per_a": [[0.0377, 0.1054, -0.3485], [-0.0082, 0.0379, 0.0698], [-0.0288, -0.0781, 0.2114], [0.0238, -0.1373, -0.1240], [-0.0691, 0.1050, 0.3441], [-0.0600, 0.0020, -0.0937], [0.0547, -0.0895, -0.0613], [-0.1145, -0.1113, -0.0221], [0.1148, -0.0317, 0.0252], [-0.0411, 0.0333, 0.0189], [0.0907, 0.1643, -0.0199]]}